Entry 1:
Entry from OMol25: an isolated molecule of C3H5NO2 (ωB97M-V/def2-TZVPD).

## Properties
Energy relative to the best compared isomer or geometry (same formula, charge and spin) = 0.876 eV
HOMO energy = -10.690 eV
Calculated total energy = -8776.819 eV
LUMO energy = 0.82 eV
F_max = 0.011 Eh/bohr

```
11
Properties=species:S:1:pos:R:3:forces:R:3
C -1.381931 0.332245 -0.187723 -0.07 0.02 -0.04
H -1.618130 0.581243 0.851186 0.06 -0.04 -0.09
C -0.661577 -0.984331 -0.243166 -0.25 -0.22 -0.32
H -0.750692 1.125798 -0.588733 -0.08 -0.12 0.04
N 1.550742 0.820656 -0.083334 0.02 -0.31 0.28
C 1.424212 -0.169170 0.688621 0.13 0.26 -0.10
H 2.363947 1.370940 0.186308 -0.10 -0.09 -0.04
H -2.301247 0.242722 -0.765354 0.11 -0.01 0.08
H 2.080182 -0.440226 1.518695 -0.06 0.07 -0.08
O 0.460980 -1.113043 0.578636 0.05 -0.03 -0.01
O -1.018050 -1.954451 -0.842179 0.19 0.47 0.30
```
Forces are in eV/Å.

natural (NBO) atomic charge list, values in e, 6 entries: atom 1 (C): -0.747, atom 2 (H): 0.237, atom 3 (C): 0.811, atom 4 (H): 0.272, atom 5 (N): -0.703, atom 6 (C): 0.412


Entry 2:
Entry from OMol25: a structure of composition C3H5NO2 in a non-equilibrium geometry (ωB97M-V/def2-TZVPD).

## Properties
Energy relative to the best compared isomer or geometry (same formula, charge and spin) = 4.283 eV
HOMO energy = -7.767 eV
Calculated total energy = -8773.412 eV
LUMO energy = 0.61 eV
F_max = 0.036 Eh/bohr

```
11
Properties=species:S:1:pos:R:3:forces:R:3
H -2.493283 -1.282172 0.152710 -0.01 0.06 0.06
O -0.161940 0.979352 -0.478601 -0.67 -1.01 0.51
H -2.902933 0.309624 -0.711751 0.15 0.03 -0.26
O 0.005827 -1.056282 0.825778 0.81 0.86 -0.24
H 2.892328 2.176781 -0.497850 0.12 -0.07 0.01
N 2.732140 1.265141 -0.111928 -0.58 -0.35 0.02
C -2.166350 -0.356729 -0.293841 -0.09 -0.65 0.53
C -0.909977 0.057675 -0.161238 0.59 1.48 -0.57
H -0.068605 -1.945956 0.465270 0.12 -0.02 -0.10
H 1.061544 -0.544303 0.638829 -1.52 -1.01 -0.06
C 2.011249 0.396868 0.172622 1.08 0.69 0.10
```
Forces are in eV/Å.

natural (NBO) atomic charge list, values in e, 6 entries: atom 1 (H): 0.212, atom 2 (O): -0.682, atom 3 (H): 0.232, atom 4 (O): -0.852, atom 5 (H): 0.457, atom 6 (N): -0.620


What did the second record say?
Entry from OMol25: a structure of composition C3H5NO2 in a non-equilibrium geometry (ωB97M-V/def2-TZVPD).

## Properties
Energy relative to the best compared isomer or geometry (same formula, charge and spin) = 4.283 eV
HOMO energy = -7.767 eV
Calculated total energy = -8773.412 eV
LUMO energy = 0.61 eV
F_max = 0.036 Eh/bohr

```
11
Properties=species:S:1:pos:R:3:forces:R:3
H -2.493283 -1.282172 0.152710 -0.01 0.06 0.06
O -0.161940 0.979352 -0.478601 -0.67 -1.01 0.51
H -2.902933 0.309624 -0.711751 0.15 0.03 -0.26
O 0.005827 -1.056282 0.825778 0.81 0.86 -0.24
H 2.892328 2.176781 -0.497850 0.12 -0.07 0.01
N 2.732140 1.265141 -0.111928 -0.58 -0.35 0.02
C -2.166350 -0.356729 -0.293841 -0.09 -0.65 0.53
C -0.909977 0.057675 -0.161238 0.59 1.48 -0.57
H -0.068605 -1.945956 0.465270 0.12 -0.02 -0.10
H 1.061544 -0.544303 0.638829 -1.52 -1.01 -0.06
C 2.011249 0.396868 0.172622 1.08 0.69 0.10
```
Forces are in eV/Å.

natural (NBO) atomic charge list, values in e, 6 entries: atom 1 (H): 0.212, atom 2 (O): -0.682, atom 3 (H): 0.232, atom 4 (O): -0.852, atom 5 (H): 0.457, atom 6 (N): -0.620


Which value of calculated total energy does entry 2 give? -8773.412 eV